# 1
# C14H19FN2O3

The molecule C14H19FN2O3 (ωB97M-V/def2-TZVPD, OMol25).

```
39
Properties=species:S:1:pos:R:3
C 1.85207 2.52405 -1.14395
C 2.23748 2.03833 0.25142
C 2.99018 3.13815 0.99774
C 3.10807 0.77770 0.19062
C 2.38898 -0.45403 -0.34594
N 1.27577 -0.81121 0.52165
C 0.24782 -1.58160 0.08476
O 0.25148 -2.08482 -1.03692
N -0.75637 -1.77869 0.97582
C -1.98020 -2.45890 0.59334
C -3.06482 -1.47717 0.22769
C -2.95150 -0.74106 -0.94713
C -3.90850 0.19593 -1.28783
C -4.98332 0.38540 -0.43713
F -5.92285 1.29727 -0.76105
C -5.12266 -0.33242 0.73606
C -4.15193 -1.26280 1.06405
C 3.36359 -1.64881 -0.49403
O 4.50122 -1.61118 -0.11668
O 2.83276 -2.71085 -1.07570
H 1.29828 3.45758 -1.07609
H 1.22376 1.80025 -1.65667
H 2.74256 2.69709 -1.74384
H 1.31794 1.81105 0.80380
H 2.38168 4.03646 1.07026
H 3.24876 2.81738 2.00434
H 3.90903 3.38735 0.47253
H 3.97521 0.96294 -0.44454
H 3.48841 0.54232 1.18751
H 1.97315 -0.26053 -1.34361
H 1.35165 -0.55132 1.49099
H -0.79316 -1.20923 1.80609
H -2.29825 -3.09791 1.42100
H -1.72640 -3.07990 -0.26935
H -2.10649 -0.91213 -1.59682
H -3.83551 0.77167 -2.19670
H -5.97528 -0.15966 1.37337
H -4.24830 -1.83169 1.97731
H 1.86569 -2.58501 -1.27638
```

LUMO energy (eV): 0.41
Structure (SMILES): CC(C)C[C@H](NC(=O)NCc1ccc(F)cc1)C(=O)O
Relative energy (zero: lowest compared OMol25 entry of this formula, charge and spin) (kcal/mol): 0.00
Gap between HOMO and LUMO (eV): 9.78

# 2
# C14H19FNO2S

The ion C14H19FNO2S with charge +1 in a non-equilibrium geometry (ωB97M-V/def2-TZVPD, OMol25).

```
38
Properties=species:S:1:pos:R:3
O 4.48380 1.33392 0.69932
C 3.66598 0.17432 0.50231
C 2.34988 0.45292 -0.36287
C 2.03717 1.99488 -0.50133
C 0.73379 2.27381 -1.38357
C -0.47162 1.66491 -0.59510
S -1.73212 0.63362 -1.46968
C -2.68127 0.56470 0.08015
C -3.60006 -0.55131 0.66394
O -3.43114 -1.83187 0.08012
C -2.09265 -2.26588 0.11456
C -1.53314 -2.70976 -1.17657
C -0.16298 -3.15221 -1.34910
C 0.71530 -3.14622 -0.16795
C 0.16293 -2.73520 1.12446
C -1.23201 -2.28570 1.29205
N -2.47632 1.69952 0.71852
C -1.52672 2.65705 0.05490
F -0.97562 3.50072 1.01182
H 4.15469 1.73422 1.52290
H 4.24620 -0.63499 -0.02738
H 3.39084 -0.27068 1.50393
H 1.52538 -0.11884 0.15247
H 2.43378 -0.01455 -1.38923
H 1.77344 2.34616 0.54442
H 2.91703 2.59386 -0.83532
H 0.61049 3.36651 -1.61316
H 0.90533 1.72978 -2.35820
H -0.23167 1.01877 0.29888
H -3.33338 -0.64845 1.76153
H -4.68719 -0.24945 0.65801
H -2.19739 -2.70663 -2.07995
H 0.21845 -3.47132 -2.35223
H 1.77080 -3.45887 -0.31544
H 0.88480 -2.75208 1.98123
H -1.62703 -1.96839 2.28778
H -2.84002 2.00778 1.62367
H -2.14772 3.22498 -0.69988
```

LUMO energy (eV): -4.73
Gap between HOMO and LUMO (eV): 7.27
Charge: +1

# 3
# C14H19FeIN5OPS

A structure of composition C14H19FeIN5OPS (ωB97M-V/def2-TZVPD, OMol25).

```
43
Properties=species:S:1:pos:R:3
Fe 0.88693 -0.32688 -0.26194
N 4.22012 0.59422 2.49026
C 3.19150 0.12980 1.79347
S 3.23467 0.07562 0.10356
N 2.17902 -0.32351 2.60129
N 1.13410 -0.75388 1.93887
C 0.21263 -1.29412 2.73409
C -0.99011 -1.85917 2.30468
C -1.86156 -2.38306 3.30820
C -3.03449 -2.98600 2.98603
C -3.39113 -3.10566 1.62086
C -2.58877 -2.62736 0.62306
C -1.36439 -1.98053 0.92093
O -0.63762 -1.52091 -0.03865
H 5.05315 0.91673 2.02816
H 4.18396 0.54995 3.49723
H 0.44653 -1.29801 3.79663
H -1.55705 -2.28501 4.34312
H -3.68876 -3.37797 3.75096
H -4.32242 -3.59411 1.36284
H -2.85761 -2.73203 -0.41951
C 1.00157 -1.09822 -3.93092
P 0.85557 0.21050 -2.67999
C 2.21859 1.34360 -3.09292
C -0.62355 1.13998 -3.18961
H 1.05550 -0.67630 -4.93551
H 0.13856 -1.76120 -3.86992
H 1.89826 -1.68869 -3.74449
H 2.13948 1.69053 -4.12424
H 3.17332 0.83356 -2.96254
H 2.20189 2.20590 -2.42588
H -0.55330 1.44721 -4.23418
H -0.73178 2.02906 -2.56637
H -1.51086 0.51847 -3.06576
I -1.11694 5.60667 0.59799
C -1.01586 3.56297 0.43579
C -2.06364 2.67066 0.40635
N -1.52349 1.44388 0.29675
N -0.18409 1.48710 0.25004
C 0.13731 2.77081 0.32311
H -3.12828 2.81955 0.46524
H -1.98835 0.54993 0.25723
H 1.17141 3.07593 0.30570
```

LUMO energy (spin up / spin down) (eV): -3.13 / -5.35
Gap between HOMO and LUMO (spin up / spin down) (eV): 7.78 / 6.09
Charge: +1
Multiplicity: 6
⟨S²⟩: 8.789